{
  "formula": "C8H14",
  "method": "ωB97M-V with the def2-TZVPD basis set",
  "e_above_lowest_kj_mol": 530.35,
  "fmax_ev_per_a": 5.2,
  "lumo_energy_ev": -0.72,
  "orbital_gap_ha": 0.273,
  "species": ["C", "C", "C", "C", "C", "C", "C", "C", "H", "H", "H", "H", "H", "H", "H", "H", "H", "H", "H", "H", "H", "H"],
  "xyz": [[-2.5733, 2.2523, 0.4358], [-1.2260, 1.5516, 0.7222], [-1.3538, -0.0169, 0.4842], [-0.0412, -0.7981, 0.5814], [1.2060, 0.0876, -1.4312], [1.0473, -0.7166, -0.2993], [2.1450, -1.6595, -0.1186], [3.4149, -1.6241, -0.5836], [-2.5656, 2.4152, -0.6572], [-3.3979, 1.5572, 0.7291], [-2.7300, 3.2224, 0.9286], [-0.3761, 1.7959, 0.1209], [-1.0326, 1.4806, 1.8016], [-2.1085, -0.4561, 1.1473], [-1.8033, -0.1277, -0.5184], [0.2963, -1.1470, 1.5494], [-1.0319, -2.4223, 0.1523], [0.2817, 0.3247, -1.9609], [2.0858, 0.0666, -2.0594], [1.8848, -2.6120, 0.3296], [4.0988, -2.4562, -0.3493], [3.7798, -0.7175, -1.0046]],
  "mulliken_charge": [-1.11, -0.38, -1.04, -0.72, -1.04, 1.24, -0.36, -0.86, 0.28, 0.29, 0.34, 0.41, 0.29, 0.43, 0.42, 0.27, 0.12, 0.28, 0.30, 0.31, 0.25, 0.29]
}